[1]
The following is a DFT calculation (ωB97M-V/def2-TZVPD) of an isolated molecule of C23H27N3O6S.

Atoms and positions in Å:
C -4.093 4.151 -1.400
C -4.330 2.964 -0.470
H -4.613 2.071 -1.041
O -3.220 2.694 0.363
C -2.134 2.050 -0.145
C -2.011 1.540 -1.431
C -0.862 0.871 -1.820
C 0.201 0.700 -0.941
C 0.084 1.231 0.342
C -1.063 1.884 0.734
H -1.156 2.277 1.734
H 0.885 1.117 1.049
N 1.390 0.046 -1.317
S 2.342 -0.648 -0.127
O 3.282 -1.502 -0.803
O 1.563 -1.234 0.921
C 3.267 0.714 0.514
C 4.108 1.506 -0.226
O 4.692 2.388 0.586
N 4.262 2.191 1.858
C 3.415 1.198 1.848
C 2.741 0.702 3.071
H 2.225 -0.230 2.852
H 2.021 1.440 3.422
H 3.474 0.551 3.860
C 4.430 1.507 -1.669
H 5.300 2.132 -1.849
H 3.587 1.893 -2.241
H 4.627 0.487 -1.992
C 1.537 -0.481 -2.661
H 1.336 0.308 -3.390
H 2.568 -0.821 -2.760
C 0.580 -1.663 -2.892
O -0.311 -1.632 -3.716
N 0.834 -2.704 -2.080
H 1.593 -2.613 -1.418
C -0.204 -3.660 -1.717
C -0.820 -3.173 -0.431
C -0.345 -3.605 0.796
C -0.777 -3.024 1.974
C -1.689 -1.977 1.935
C -2.193 -1.557 0.704
C -1.759 -2.146 -0.462
H -2.134 -1.797 -1.412
H -2.907 -0.749 0.690
O -2.151 -1.303 3.025
C -1.603 -1.612 4.283
H -2.058 -0.913 4.983
H -0.516 -1.479 4.289
H -1.845 -2.636 4.589
H -0.375 -3.379 2.909
H 0.387 -4.398 0.838
H 0.246 -4.648 -1.604
H -0.929 -3.671 -2.533
H -0.826 0.476 -2.821
H -2.806 1.635 -2.152
H -5.140 3.196 0.226
H -4.992 4.349 -1.978
H -3.270 3.954 -2.082
H -3.849 5.034 -0.814

Results
charge: 0
SMILES: CCOc1ccc(N(CC(=O)NCc2ccc(OC)cc2)S(=O)(=O)c2c(C)noc2C)cc1

***

[2]
The following is a DFT calculation (ωB97M-V/def2-TZVPD) of an isolated molecule of C23H27N5O2S.

Atoms and positions in Å:
C 5.211 1.726 1.709
O 4.349 2.288 0.756
C 4.164 1.459 -0.376
C 3.222 2.168 -1.346
N 1.989 2.502 -0.680
C 0.797 1.987 -0.999
N 0.709 1.260 -2.103
C -0.487 0.797 -2.442
N -1.630 1.003 -1.852
C -1.591 1.727 -0.707
C -2.783 1.919 0.014
C -2.759 2.578 1.213
C -1.556 3.074 1.728
C -0.382 2.909 1.038
C -0.372 2.236 -0.192
H 0.538 3.295 1.455
H -1.555 3.588 2.678
H -3.672 2.715 1.773
H -3.696 1.523 -0.401
S -0.531 -0.275 -3.842
C 1.130 -1.035 -3.727
C 1.587 -1.338 -2.311
O 2.666 -0.919 -1.923
N 0.805 -2.104 -1.525
C -0.439 -2.765 -1.842
H -0.666 -2.690 -2.903
C -1.599 -2.170 -1.034
N -1.283 -2.182 0.384
C -2.329 -1.923 1.279
C -3.583 -1.473 0.866
C -4.597 -1.269 1.784
C -4.391 -1.506 3.131
C -3.153 -1.963 3.551
C -2.138 -2.173 2.641
H -1.189 -2.554 2.988
H -2.979 -2.166 4.598
H -5.184 -1.341 3.845
H -5.557 -0.912 1.440
H -3.773 -1.261 -0.174
C -0.019 -1.528 0.667
H 0.191 -1.577 1.735
C 1.103 -2.208 -0.113
H 2.060 -1.719 0.073
H 1.168 -3.264 0.167
H -0.055 -0.463 0.377
H -2.481 -2.795 -1.194
H -1.814 -1.157 -1.401
H -0.324 -3.823 -1.576
H 1.074 -1.941 -4.330
H 1.856 -0.350 -4.164
H 2.100 2.979 0.201
H 2.994 1.501 -2.176
H 3.691 3.088 -1.707
H 3.729 0.495 -0.080
H 5.125 1.264 -0.871
H 4.824 0.769 2.080
H 6.211 1.560 1.291
H 5.275 2.436 2.531

Results
charge: 0
SMILES: COCCNc1nc(SCC(=O)N2CCN(c3ccccc3)CC2)nc2ccccc12

***

[3]
The following is a DFT calculation (ωB97M-V/def2-TZVPD) of an isolated molecule of C23H27N5O3.

Atoms and positions in Å:
C -0.545 -3.097 1.129
H -0.832 -2.650 2.077
H -1.262 -3.880 0.890
H 0.439 -3.545 1.233
C -0.522 -2.040 0.023
N -1.820 -1.431 -0.180
C -2.283 -0.452 0.665
C -1.477 0.097 1.675
C -1.938 1.114 2.487
C -3.219 1.621 2.341
C -4.034 1.081 1.362
C -3.580 0.069 0.538
H -4.258 -0.319 -0.204
H -5.042 1.451 1.233
H -3.576 2.415 2.980
H -1.281 1.511 3.246
H -0.473 -0.253 1.835
C -2.680 -2.060 -1.152
H -3.651 -2.309 -0.707
C -2.913 -1.229 -2.435
H -3.121 -1.921 -3.253
H -3.791 -0.589 -2.323
C -1.730 -0.340 -2.825
N -1.712 0.890 -2.066
C -0.681 1.291 -1.303
O 0.381 0.707 -1.224
C -0.944 2.598 -0.543
N 0.180 2.876 0.311
C 1.250 3.527 -0.189
O 1.232 4.231 -1.175
C 2.531 3.277 0.621
N 3.005 1.941 0.308
C 3.799 1.732 -0.777
N 4.251 0.604 -1.165
C 3.912 -0.506 -0.438
C 4.414 -1.756 -0.816
C 4.098 -2.875 -0.081
C 3.279 -2.780 1.045
C 2.765 -1.562 1.424
C 3.075 -0.415 0.689
C 2.525 0.877 1.064
O 1.721 1.068 1.964
H 2.130 -1.462 2.292
H 3.053 -3.667 1.618
H 4.491 -3.838 -0.372
H 5.051 -1.810 -1.684
H 4.063 2.614 -1.345
H 3.291 4.008 0.341
H 2.324 3.325 1.693
H 0.340 2.210 1.062
H -1.031 3.419 -1.261
H -1.856 2.520 0.052
H -2.569 1.422 -2.040
H -1.797 -0.097 -3.892
H -0.777 -0.837 -2.639
H -2.209 -3.002 -1.438
H 0.216 -1.268 0.243
H -0.212 -2.506 -0.915

Results
charge: 0
SMILES: CCN(CCCNC(=O)CNC(=O)Cn1cnc2ccccc2c1=O)c1ccccc1

***

Values for HOMO-LUMO gap, eV, ordered as above
8.67; 8.25; 8.16
Values for highest occupied orbital energy, eV, ordered as above
-8.062; -7.849; -7.638